Below is a molecular structure, C12H33AgBrN3O3 in a non-equilibrium geometry, with properties calculated with wB97M-V/def2-TZVPD.

The geometry in XYZ format:
```
53
Properties=species:S:1:pos:R:3:forces:R:3
Ag 1.1368 -3.1505 -0.2529 0.058 0.342 -0.428
Br 1.7581 -0.5870 -0.5760 -0.472 0.152 0.112
C 1.4864 2.1937 2.5418 0.165 0.786 0.216
C 2.3541 1.1205 3.1931 0.820 -0.498 -0.025
C 2.5052 1.2566 4.7147 -1.259 -0.187 0.032
O 3.0132 0.0597 5.2366 -0.026 -0.189 0.135
C 3.3119 0.1775 6.6140 1.092 -0.055 -0.363
N 1.7934 -0.2379 2.9139 -0.259 1.408 0.035
H 1.1842 1.8824 1.5418 0.195 -0.005 -0.107
H 2.0433 3.1328 2.4619 -0.014 -0.050 -0.129
H 0.5708 2.4584 3.0820 0.045 -0.375 0.245
H 3.3568 1.1946 2.7618 -0.076 -0.283 -0.163
H 1.4657 1.4344 5.0499 0.028 -0.190 0.444
H 3.0699 2.0995 5.1235 0.260 0.249 -0.667
H 2.4617 0.5559 7.1791 0.041 0.034 0.188
H 4.2162 0.7937 6.7164 -0.393 0.540 0.229
H 3.6750 -0.7765 6.9956 -0.606 -0.269 -0.146
H 1.8074 -0.3517 1.8983 0.057 -0.160 0.180
H 0.8132 -0.0681 3.1524 -0.069 -0.766 -0.001
C -1.1722 2.9200 -0.9520 -0.283 0.933 -0.982
C -1.8015 1.9638 0.0388 0.076 0.165 1.116
C -3.2700 2.3076 0.2742 -0.230 0.275 -1.132
O -3.8316 1.4575 1.2233 0.190 0.225 0.446
C -5.1250 1.8918 1.5940 -1.086 -0.243 -0.571
N -1.7099 0.6011 -0.4702 1.483 0.880 -1.071
H -1.0623 3.9499 -0.6001 -0.236 -0.206 0.561
H -1.8664 3.0142 -1.7967 0.452 -0.166 -0.292
H -0.1646 2.6464 -1.2627 -0.167 -0.391 -0.130
H -1.2386 2.0672 0.9668 -0.198 -0.526 0.202
H -3.7751 2.2120 -0.7041 -0.080 -0.407 0.014
H -3.4272 3.3768 0.4595 0.427 -0.017 0.654
H -5.7283 1.0497 1.9304 0.381 -0.209 0.146
H -5.6467 2.2525 0.7005 -0.022 0.181 0.055
H -5.1871 2.6608 2.3651 0.563 0.112 0.005
H -1.7780 0.6193 -1.4943 -0.913 -0.248 0.124
H -0.7855 0.1747 -0.3461 0.106 -0.586 0.849
C 2.3915 -3.7197 -4.1311 0.104 1.763 -0.808
C 1.3020 -2.7944 -3.6078 -0.415 -0.946 2.666
C 0.2643 -2.3670 -4.6625 0.774 -0.373 -0.152
O -1.0392 -2.3078 -4.1415 -0.059 0.183 -0.066
C -2.0000 -2.0079 -5.1661 0.231 -0.055 0.950
N 0.5705 -3.5188 -2.4250 -0.845 -0.517 -2.505
H 2.6946 -3.1804 -5.0405 0.239 -0.669 -0.217
H 2.0652 -4.7291 -4.3669 -0.052 -0.008 -0.026
H 3.2827 -3.6901 -3.5091 -0.152 -0.340 0.281
H 1.7674 -1.9664 -3.0746 -0.049 0.347 -0.551
H 0.3339 -3.1286 -5.4516 -0.286 0.195 -0.224
H 0.5460 -1.3907 -5.0677 0.093 -0.055 -0.166
H -1.9529 -2.7887 -5.9231 -0.171 0.155 -0.241
H -1.8173 -1.0079 -5.5610 0.092 -0.085 -0.295
H -2.9590 -1.9962 -4.6549 -0.111 -0.151 -0.197
H -0.3992 -3.2862 -2.6933 -0.035 0.501 1.089
H 0.4963 -4.4732 -2.7972 0.590 -0.201 0.681
```
Positions in Å, forces in eV/Å.

## Properties
* electronic energy: -97623.4714 eV
* energy above the lowest of the compared OMol25 structures with the same formula, charge and spin: 52.9 kJ/mol
* strongest force on any atom: 0.056 hartree/bohr
* total charge: +1
* 2S+1: 2
* molar mass: 455.186 g mol⁻¹
* HOMO-LUMO gap (spin up / spin down): 7.930 / 3.092 eV
* LUMO (spin up / spin down): -0.12735 / -0.29325 Ha